Molecular formula: C25H75N15O10
Method: DFT, ωB97M-V/def2-TZVPD

Calculated values
SMILES string: COC[C@H](C)N.COC[C@H](C)N.COC[C@H](C)N.COC[C@H](C)N.COC[C@H](C)N.NC(N)=O.NC(N)=O.NC(N)=O.NC(N)=O.NC(N)=O
2S+1: 1
Energy relative to the best compared isomer or geometry (same formula, charge and spin) (kJ/mol): 980.1

The geometry in XYZ format:
```
125
C25H75N15O10 (ωB97M-V/def2-TZVPD)
C 10.94184 -0.57978 -1.54342
O 11.27464 -0.04350 -2.80375
C 11.93705 1.24911 -2.80394
C 10.92510 2.42635 -2.31142
C 9.59614 2.39450 -3.13477
N 11.49477 3.71290 -2.62318
H 11.82071 -0.76397 -0.92555
H 10.86341 -1.58252 -1.96353
H 10.05465 -0.20021 -1.03656
H 12.78944 1.13307 -2.13457
H 12.33280 1.41881 -3.80528
H 10.68885 2.44104 -1.24743
H 9.69450 2.56623 -4.20665
H 8.89002 3.12613 -2.74212
H 9.26054 1.35745 -3.13507
H 12.15155 3.90278 -3.36660
H 10.85561 4.49485 -2.61210
C -10.90458 2.19696 6.36923
O -10.20919 1.01662 5.93917
C -10.96796 0.24140 4.98155
C -10.34174 -1.21377 4.55485
C -9.97277 -2.04154 5.84061
N -9.17190 -1.09505 3.68895
H -11.70983 1.70104 6.91120
H -11.50857 2.67087 5.59547
H -10.23744 2.78294 7.00141
H -11.90903 0.05290 5.49823
H -11.34197 0.79837 4.12248
H -11.06457 -1.83002 4.02020
H -9.24099 -2.81895 5.62102
H -10.90316 -2.54332 6.10650
H -9.61292 -1.34883 6.60137
H -8.55589 -0.52961 4.25544
H -8.67133 -1.97190 3.71460
C -1.92094 10.66491 7.51050
O -1.31167 10.07375 6.40505
C -1.20253 8.66148 6.74913
C -0.46533 7.84361 5.74405
C -1.23058 7.62611 4.38907
N -0.21637 6.47327 6.19762
H -2.95945 10.33540 7.47845
H -1.95634 11.70819 7.19679
H -1.45701 10.63506 8.49639
H -0.60401 8.62879 7.65951
H -2.18438 8.18866 6.77159
H 0.45986 8.41292 5.65449
H -0.96918 8.39513 3.66218
H -2.31602 7.69444 4.46148
H -0.98999 6.70652 3.85562
H 0.56130 6.15433 5.63760
H -0.93519 5.79880 5.97745
C 2.12391 -4.03357 -8.24737
O 3.29070 -3.22552 -7.78901
C 4.50167 -3.70593 -8.38399
C 5.60573 -2.86385 -7.74596
C 6.06486 -1.56883 -8.43063
N 6.77000 -3.62176 -7.64774
H 2.30444 -4.97145 -7.72212
H 2.16956 -4.13136 -9.33202
H 1.23050 -3.50889 -7.90883
H 4.61419 -4.75605 -8.11437
H 4.56220 -3.68598 -9.47213
H 5.27902 -2.74089 -6.71337
H 5.25725 -0.90165 -8.73185
H 6.54665 -1.83228 -9.37221
H 6.65238 -0.87569 -7.82856
H 7.42811 -2.90389 -7.38007
H 6.82556 -4.23661 -6.84838
C 3.21390 -0.64073 0.28342
O 2.29947 0.23470 -0.39631
C 0.94396 0.07536 -0.06642
C 0.37357 -1.31446 -0.30525
C 0.36485 -1.84026 -1.71807
N -0.93385 -1.43950 0.24780
H 3.53290 -1.47495 -0.34141
H 2.87760 -1.04012 1.24023
H 4.01378 0.08740 0.41800
H 0.89616 0.27004 1.00499
H 0.39948 0.90412 -0.51896
H 0.84588 -2.11100 0.26970
H 0.12515 -2.90068 -1.79658
H 1.37471 -1.82009 -2.12781
H -0.27513 -1.19555 -2.32047
H -0.81156 -1.18400 1.21726
H -1.54954 -2.23500 0.15729
N -4.84361 -0.51061 6.24724
C -4.41620 0.56157 5.77810
N -5.34153 1.51323 5.73098
O -3.27903 0.64602 5.45857
H -5.76241 -0.66024 6.63906
H -4.14368 -1.23413 6.32929
H -5.16937 2.42766 5.33821
H -6.30142 1.32065 5.97918
N -5.66325 -1.57016 -4.25577
C -5.73179 -0.29750 -4.56478
N -4.98848 0.33943 -3.70392
O -6.27755 0.14420 -5.59527
H -5.22360 -1.87143 -3.39783
H -5.86263 -2.29817 -4.92685
H -4.77334 1.28371 -3.99053
H -4.57220 -0.18052 -2.94467
N 2.84751 -7.20262 -0.09276
C 3.93526 -6.94869 0.47103
N 3.79597 -6.98385 1.72551
O 4.89665 -6.51968 -0.13301
H 2.28452 -7.82792 0.46594
H 2.68134 -6.89542 -1.04045
H 2.93518 -7.16613 2.22141
H 4.49713 -6.58856 2.33561
N -1.27315 3.26198 -7.40888
C -0.23603 3.58294 -6.69186
N 0.46264 2.55508 -6.33369
O 0.07925 4.69735 -6.55404
H -1.63548 2.33845 -7.59835
H -1.67977 4.05244 -7.88840
H 0.20831 1.62476 -6.63357
H 1.43154 2.79570 -6.18063
N -2.84794 -7.71083 3.32055
C -4.09992 -7.65149 2.86651
N -4.79015 -8.76769 3.06863
O -4.60443 -6.63537 2.47304
H -2.40518 -6.81123 3.44211
H -2.48343 -8.50761 3.82291
H -4.37773 -9.48810 3.64396
H -5.73984 -8.75130 2.72522
```


Molecular formula: C25H76N8O13
Method: DFT, ωB97M-V/def2-TZVPD

Calculated values
2S+1: 1
Energy relative to the best compared isomer or geometry (same formula, charge and spin) (kJ/mol): 1458.8

The geometry in XYZ format:
```
122
C25H76N8O13 (ωB97M-V/def2-TZVPD)
C -1.48532 -0.21617 4.25894
O -0.17847 0.02057 4.75210
H -2.17376 -0.14784 5.05112
H -1.63920 -1.17304 3.72379
H -1.60130 0.54863 3.51037
H 0.23421 0.68427 4.12669
C 3.66730 -1.72593 3.24713
O 2.49413 -1.46910 2.49564
H 4.54798 -1.69704 2.64624
H 3.62981 -2.73631 3.58595
H 3.70388 -1.02828 4.04522
H 1.81916 -1.73386 3.15957
C 0.18588 -3.49773 4.22398
O 0.87639 -2.33052 4.44775
H -0.14868 -3.67090 3.21866
H -0.71065 -3.42833 4.89836
H 0.82432 -4.35993 4.62406
H 0.33391 -1.73613 4.93334
C 2.68576 -5.57080 1.56323
O 2.64322 -5.90098 2.96294
N 2.87870 -6.42408 0.56542
N 2.49679 -4.32384 1.20939
H 3.27328 -7.32938 0.95554
H 3.28924 -6.06727 -0.31982
H 2.17598 -4.06547 0.28115
H 2.58513 -3.56702 1.91337
C 0.27236 -4.60695 -1.07321
O -1.02554 -4.12348 -1.21939
N 0.47921 -5.83804 -0.70779
N 1.31043 -3.98279 -1.52271
H -0.42382 -6.34274 -0.67797
H 1.31534 -6.17380 -0.19016
H 2.24704 -4.47751 -1.64142
H 1.17277 -3.11814 -2.14141
C 1.60842 1.97054 3.36614
O 2.81870 2.17609 4.09650
N 0.41603 2.38396 3.57639
N 1.52583 1.04839 2.46575
H 0.24963 2.79364 4.50385
H -0.33153 2.43373 2.83522
H 2.27480 0.40400 2.20644
H 0.61498 0.94683 2.16205
C 1.41265 -1.31063 -3.20428
O 1.52313 0.01839 -2.85159
N 0.26564 -1.91566 -3.17283
N 2.41133 -2.03040 -3.57022
H -0.51987 -1.37457 -2.83120
H 0.11381 -2.88627 -3.53859
H 3.46708 -1.65603 -3.50938
H 2.32137 -2.95725 -3.99830
C -3.13446 -1.57583 -3.07583
C -2.49464 -0.43117 -3.85062
C -3.30422 0.53949 -4.57511
O -1.66454 0.21339 -3.20408
H -3.11116 -1.30684 -1.99697
H -2.64843 -2.53207 -3.18327
H -4.19105 -1.71663 -3.43502
H -2.08644 -0.89168 -4.73294
H -3.63278 1.36037 -4.03956
H -4.14373 -0.07415 -4.93849
H -2.86098 0.97206 -5.44963
H -1.04712 0.68504 -3.84166
C 0.18672 4.01994 -2.40365
C 0.34969 2.95137 -1.33631
C 1.22413 3.36201 -0.12809
O -0.66396 2.42654 -0.86574
H -0.35556 3.70074 -3.29631
H 1.16664 4.39094 -2.72526
H -0.45002 4.82367 -1.96614
H 0.81098 2.16104 -1.87550
H 2.07691 3.71376 -0.51962
H 1.42147 2.48215 0.52795
H 0.91412 4.19241 0.36869
H -0.53417 1.46163 -0.91674
C -0.42879 -1.95940 0.97109
C -0.81360 -0.87384 -0.05886
C -2.08896 -0.11477 0.39885
O 0.15253 -0.08860 -0.27804
H -0.41512 -1.45747 1.89505
H 0.54912 -2.39558 0.67870
H -0.95625 -2.87742 0.94542
H -1.02751 -1.37152 -0.97723
H -2.43475 0.73446 -0.24834
H -2.15618 0.15781 1.44566
H -3.01816 -0.71750 0.21247
H 0.81447 -0.71724 -0.50838
C -2.88376 4.00680 -3.51697
C -3.41227 4.27257 -2.16246
C -4.37157 3.13560 -1.79939
O -2.62592 4.61782 -1.27921
H -2.53025 3.00477 -3.66032
H -2.19297 4.76715 -3.84106
H -3.61293 4.19530 -4.21918
H -4.17962 5.06402 -2.29297
H -5.14693 2.88739 -2.43792
H -4.83356 3.44028 -0.82001
H -3.90052 2.14773 -1.53545
H -1.91893 3.91511 -1.31656
C 3.59912 -1.32826 -0.49143
C 4.24352 -0.09681 -1.08383
C 3.63829 1.19593 -0.52995
O 5.45355 0.14593 -0.97886
H 3.85288 -2.20756 -1.04942
H 2.59512 -1.00741 -0.65687
H 3.89729 -1.47288 0.53440
H 3.93708 -0.01064 -2.09921
H 3.84858 2.11307 -1.07449
H 3.74270 1.28920 0.50733
H 2.61105 1.14094 -0.74206
H 5.82628 -0.21642 -1.77989
C -3.22983 2.97116 2.85484
C -2.24999 3.37863 1.82269
C -1.70109 4.72322 2.09968
O -1.40889 2.49878 1.67686
H -3.81986 3.82357 3.15000
H -2.70647 2.55151 3.74173
H -3.86190 2.24640 2.43049
H -2.85837 3.42763 0.86162
H -2.38902 5.56202 2.20105
H -0.95565 4.97151 1.29114
H -1.17305 4.68455 3.01208
H -1.21375 2.47942 0.72511
```


Molecular formula: C25H79O32P7
Method: DFT, ωB97M-V/def2-TZVPD

Calculated values
SMILES string: COP(=O)(OC)OC.COP(=O)(OC)OC.COP(=O)(OC)OC.COP(=O)(OC)OC.COP(=O)(OC)OC.COP(=O)(OC)OC.COP(=O)(OC)OC.CO.CO.CO.CO
2S+1: 1
Energy relative to the best compared isomer or geometry (same formula, charge and spin) (kJ/mol): 534.1

The geometry in XYZ format:
```
143
C25H79O32P7 (ωB97M-V/def2-TZVPD)
C -6.24306 -3.57028 -1.08415
O -5.37596 -4.64507 -1.05712
P -4.50903 -5.01095 0.29316
O -4.06299 -3.84823 1.04708
O -5.53632 -5.95784 1.08855
C -5.15263 -6.56495 2.25585
O -3.37361 -6.03172 -0.16464
C -2.58404 -5.61370 -1.28206
H -7.21001 -3.88083 -1.47998
H -5.82900 -2.73672 -1.65144
H -6.51124 -3.03670 -0.17230
H -5.28006 -7.64625 2.20431
H -5.71957 -6.21709 3.11937
H -4.09810 -6.56251 2.53164
H -2.71329 -6.46768 -1.94698
H -1.50842 -5.59150 -1.10698
H -2.90957 -4.75231 -1.86526
C -2.39369 -0.81956 -0.08314
O -1.02745 -0.72400 -0.31590
P -0.31767 0.69014 -0.11950
O -0.78387 1.24887 1.16235
O -0.85472 1.60102 -1.38038
C -0.84046 2.96523 -1.36278
O 1.24115 0.41028 -0.21704
C 1.82737 0.28182 -1.52040
H -2.66986 -1.78644 0.33753
H -2.84522 -0.73087 -1.07124
H -2.70342 -0.20705 0.76362
H -1.81351 3.44359 -1.47428
H -0.29626 3.45962 -2.16747
H -0.31272 3.31647 -0.47608
H 2.28138 -0.70197 -1.63924
H 2.53621 1.10621 -1.59793
H 1.13368 0.55173 -2.31668
C 5.63918 -0.16513 -6.63389
O 4.90310 -0.94634 -7.53059
P 3.28125 -1.14428 -7.17076
O 2.63725 -2.41085 -7.76055
O 2.64597 0.26887 -7.68772
C 2.33399 0.36659 -9.06818
O 3.25822 -1.09197 -5.46815
C 2.82087 -2.25045 -4.86123
H 5.13810 0.05729 -5.69180
H 5.95569 0.78683 -7.06015
H 6.51364 -0.71610 -6.28768
H 2.65703 -0.40121 -9.77121
H 2.66069 1.31974 -9.48395
H 1.25122 0.45227 -9.15975
H 3.61466 -2.97326 -4.67269
H 2.08644 -2.85639 -5.39181
H 2.34329 -2.04311 -3.90362
C -4.71444 3.58785 0.13152
O -3.61152 4.46715 0.31648
P -3.12593 4.83726 1.78792
O -4.02583 5.64782 2.58887
O -2.88045 3.46718 2.56964
C -3.78249 2.88472 3.48717
O -1.67371 5.46723 1.49686
C -0.52707 4.80767 2.09495
H -4.53361 2.64351 -0.38193
H -5.47319 4.08384 -0.47379
H -5.30667 3.32506 1.00805
H -3.40789 3.02915 4.50053
H -3.88397 1.80702 3.35917
H -4.79230 3.28661 3.40419
H 0.35815 5.36274 1.78453
H -0.30271 3.80235 1.73841
H -0.63542 4.73242 3.17693
C 1.52495 6.78635 -2.45659
O 1.86633 6.16899 -1.25904
P 3.14042 5.08633 -1.10602
O 3.02063 3.82010 -1.90506
O 4.45703 6.00520 -1.47927
C 4.73154 7.21555 -0.80531
O 3.22323 4.89016 0.48363
C 4.39728 4.43587 1.13368
H 2.20907 6.44533 -3.23362
H 1.55548 7.83009 -2.14391
H 0.54706 6.59664 -2.89914
H 5.77332 7.24135 -0.48576
H 4.12932 7.46457 0.06843
H 4.58603 8.00251 -1.54532
H 4.75191 5.16910 1.85806
H 5.16441 4.29608 0.37206
H 4.27141 3.51534 1.70366
C 1.26412 -2.24208 1.75067
O 0.77631 -3.19410 2.70134
P 1.70190 -4.19059 3.55786
O 2.68034 -3.56811 4.49098
O 0.63320 -5.16212 4.20296
C 0.81990 -6.57830 4.44804
O 2.49914 -5.09256 2.40160
C 2.02417 -5.62443 1.22789
H 2.13209 -1.73296 2.16961
H 0.52097 -1.47872 1.52021
H 1.48945 -2.79495 0.83872
H -0.17561 -6.99557 4.59949
H 1.67256 -6.82638 5.08012
H 1.23874 -6.99667 3.53281
H 2.46476 -5.10958 0.37413
H 0.96590 -5.74863 0.99823
H 2.25142 -6.68874 1.28874
C 3.04346 1.07976 7.59753
O 3.12384 1.42377 6.25634
P 1.83532 1.95295 5.38331
O 1.06017 3.15097 5.87176
O 2.51811 2.17743 3.96820
C 1.85258 2.17949 2.72105
O 0.99052 0.58895 5.13904
C 1.61514 -0.54841 4.56974
H 2.00212 0.81877 7.78621
H 3.37180 1.90376 8.23104
H 3.78228 0.32587 7.86935
H 1.90054 3.04379 2.05863
H 0.80800 1.98238 2.96206
H 2.20247 1.28108 2.21259
H 1.17554 -0.61342 3.57444
H 1.30273 -1.43645 5.11918
H 2.68533 -0.37800 4.68697
C -5.80738 0.16826 1.19017
O -6.91833 -0.66472 0.91150
H -4.99171 -0.49483 1.47840
H -5.60210 0.75513 0.29488
H -6.13399 0.91441 1.91453
H -7.00023 -1.18155 1.71636
C -1.51326 -2.45688 -3.12932
O -0.50717 -2.70103 -4.17764
H -2.45423 -2.11703 -3.56196
H -1.65045 -3.29512 -2.44621
H -0.99616 -1.76391 -2.46561
H -0.57630 -2.07375 -4.90106
C -2.04489 -2.66390 3.74429
O -2.69035 -3.96156 3.59862
H -1.48263 -2.35129 2.86439
H -2.71161 -1.81325 3.88562
H -1.48547 -2.76015 4.67482
H -3.21187 -3.91629 2.79390
C 2.93977 1.87919 -4.92826
O 2.44609 3.10242 -4.46855
H 3.31464 2.10223 -5.92717
H 3.69754 1.52019 -4.23183
H 2.15964 1.12107 -4.99712
H 2.67613 3.31177 -3.56033
```


Result set for HOMO-LUMO gap: 8.5; 7.7; 9.9 eV, one per record in the order listed.
Result set for E_tot: -69961.63006; -65683.85459; -157757.40840 eV, one per record in the order listed.